#w
# C3H8N4O

A structure of composition C3H8N4O (ωB97M-V with the def2-TZVPD basis set, the Open Molecules 2025 dataset).

Positions of all 16 atoms, in Å:
1 C 0.80233 -0.80079 0.08197
2 C -0.67053 -1.23685 0.38794
3 C -1.31490 -0.17697 1.15353
4 H 2.69680 -0.17780 -1.08220
5 H 2.87269 1.22573 -0.45426
6 H 1.05782 -1.67561 -0.52672
7 H -0.78260 -2.51867 0.56169
8 H -1.47464 -0.04965 -0.90162
9 H -1.48813 -0.41564 2.13020
10 H -0.03232 2.08621 -0.31520
11 H -2.04343 2.05757 -1.09118
12 N 2.90775 0.26754 0.07386
13 N 1.48231 0.21044 0.72964
14 N -1.64446 1.06444 0.67064
15 N -1.05380 1.30187 -0.57137
16 O -1.31489 -1.16182 -0.84692

Output
E_HOMO = -9.32 eV
net charge = 0
molecular weight = 116.12 g mol⁻¹
Kohn-Sham gap = 9.38 eV



#x
# C3H8N4O

The molecule C3H8N4O (ωB97M-V with the def2-TZVPD basis set, the Open Molecules 2025 dataset).

Positions of all 16 atoms, in Å:
1 C -2.68415 -0.02559 1.74162
2 N -1.44471 0.46142 1.62708
3 N -0.80138 0.17843 0.55125
4 C 0.53928 0.36563 0.55073
5 O 1.14147 0.86505 1.50550
6 N 1.14771 0.11360 -0.60798
7 C 0.54503 -0.52173 -1.65010
8 N 2.54030 0.37153 -0.68324
9 H -3.15392 -0.97581 1.00868
10 H -3.14897 0.54896 2.65750
11 H -1.24221 -0.42340 -0.30779
12 H 0.29463 -1.59469 -1.40421
13 H 1.11570 -0.53940 -2.59186
14 H -0.41532 -0.12824 -1.97414
15 H 3.01391 -0.04379 0.10565
16 H 2.55261 1.34804 -0.52867

Output
SMILES string = C=NNC(=O)N(C)N
E_HOMO = -8.98 eV
net charge = 0
molecular weight = 116.12 g mol⁻¹
Kohn-Sham gap = 9.58 eV



Preferred: #x; penalty for the next structure: 6.159 eV.



#w
# C3H5F

The molecule C3H5F (ωB97M-V with the def2-TZVPD basis set, the Open Molecules 2025 dataset).

Positions of all 9 atoms, in Å:
1 F -0.28638 1.43056 0.10058
2 C 0.28051 0.25241 0.39593
3 C -0.47334 -0.99711 0.22691
4 C 0.47272 -0.71618 -0.75396
5 H 1.24497 0.38434 1.12660
6 H -0.68741 -1.77668 1.10154
7 H -1.40881 -0.96888 -0.35233
8 H 1.50061 -1.05991 -0.30347
9 H 0.24873 -0.68866 -1.69082

Output
SMILES string = FC1CC1
E_HOMO = -9.69 eV
net charge = 0
molecular weight = 60.07 g mol⁻¹
Kohn-Sham gap = 10.89 eV



#x
# C3H5F

The molecule C3H5F (ωB97M-V with the def2-TZVPD basis set, the Open Molecules 2025 dataset).

Positions of all 9 atoms, in Å:
1 C 1.16059 -0.84883 -0.04195
2 C 0.11348 -0.11238 -0.12652
3 C -1.49518 -0.24452 0.04263
4 F 0.44266 1.15079 -0.00019
5 H 2.05877 -0.30509 0.52600
6 H 0.94453 -1.91414 -0.00785
7 H -1.85217 0.27343 0.93981
8 H -1.83080 -1.19858 0.27112
9 H -1.97762 0.02164 -0.97236

Output
SMILES string = C=C(C)F
E_HOMO = -9.66 eV
net charge = 0
molecular weight = 60.07 g mol⁻¹
Kohn-Sham gap = 10.68 eV



Preferred: #x; penalty for the next structure: 1.245 eV.



#w
# C2H6N2

The ion C2H6N2 with charge +1 (ωB97M-V with the def2-TZVPD basis set, the Open Molecules 2025 dataset).

Positions of all 10 atoms, in Å:
1 C 1.30110 -0.57546 -0.87356
2 N 0.49887 -0.38486 0.25760
3 C -0.71735 0.30026 -0.05626
4 N -1.51535 0.75111 0.86837
5 H 0.88457 -1.18057 -1.62364
6 H 1.47434 0.41799 -1.26303
7 H 2.30879 -1.02638 -0.58656
8 H 0.47169 -1.08757 0.91198
9 H -0.68640 0.64711 -1.11685
10 H -0.84014 1.31685 1.37523

Output
E_HOMO (alpha / beta) = -16.66 / -16.54 eV
net charge = +1
molecular weight = 58.08 g mol⁻¹
spin multiplicity = 2
Kohn-Sham gap (alpha / beta) = 10.62 / 8.20 eV



#x
# C2H6N2

A cluster of 2 separate species, C2H6N2 in total (ωB97M-V with the def2-TZVPD basis set, the Open Molecules 2025 dataset).

Positions of all 10 atoms, in Å:
1 C 0.93455 -2.93519 -2.45089
2 N 2.06190 -3.33828 -2.22443
3 H 0.39897 -2.25056 -1.77621
4 H 0.42644 -3.23019 -3.38932
5 H 2.74276 -3.98274 -2.64177
6 C -0.98510 3.33208 2.36792
7 N -1.62831 2.54036 3.11200
8 H 0.08903 3.37424 2.52570
9 H -1.41763 3.97044 1.59158
10 H -2.62261 2.51984 2.88544

Output
E_HOMO (alpha / beta) = -11.89 / -11.89 eV
net charge = +1
molecular weight = 58.08 g mol⁻¹
spin multiplicity = 2
Kohn-Sham gap (alpha / beta) = 5.61 / 2.14 eV



#y
# C2H6N2

The ion C2H6N2 with charge +1 (ωB97M-V with the def2-TZVPD basis set, the Open Molecules 2025 dataset).

Positions of all 10 atoms, in Å:
1 C -0.24799 0.64200 1.63340
2 N 0.16844 0.63397 0.18734
3 C -0.24444 -0.44183 -0.55668
4 N 0.46818 -0.97895 -1.54118
5 H 0.74681 0.49842 2.19636
6 H -0.90594 -0.19383 1.66880
7 H -0.51065 1.65536 1.75354
8 H 0.69793 1.39902 -0.08686
9 H -1.29617 -0.88452 -0.29532
10 H -0.23376 -1.26062 -2.21993

Output
E_HOMO (alpha / beta) = -16.71 / -16.42 eV
net charge = +1
molecular weight = 58.08 g mol⁻¹
spin multiplicity = 2
Kohn-Sham gap (alpha / beta) = 11.80 / 7.88 eV



Preferred: #y; penalty for the next structure: 0.421 eV.



#w
# C5H11N2

The ion C5H11N2 with charge +1 (ωB97M-V with the def2-TZVPD basis set, the Open Molecules 2025 dataset).

Positions of all 18 atoms, in Å:
1 C 1.23584 0.00817 0.13054
2 C -0.83328 -0.49410 0.49549
3 C 2.53472 0.18387 -0.50487
4 C -1.47787 -1.61240 -0.31995
5 C -1.01076 1.95545 0.31544
6 N -0.57991 0.78459 -0.25737
7 N 0.55204 -0.93258 0.68196
8 H -1.52347 -0.28528 1.33693
9 H 2.19319 0.25219 -1.60720
10 H 3.11252 -0.63292 -0.38161
11 H 3.12697 1.15789 -0.21812
12 H -0.77339 -1.86922 -1.12049
13 H -2.27056 -1.17225 -1.02762
14 H -1.64436 -2.39123 0.40028
15 H -1.35609 1.70190 1.30905
16 H -0.31308 2.77316 0.32493
17 H -1.72861 2.48217 -0.33599
18 H 0.75609 -1.90941 0.77860

Output
E_HOMO (alpha / beta) = -12.13 / -14.96 eV
net charge = +1
molecular weight = 99.16 g mol⁻¹
spin multiplicity = 3
Kohn-Sham gap (alpha / beta) = 8.35 / 8.51 eV



#x
# C5H11N2

A cluster of 2 separate species, C5H11N2 in total (ωB97M-V with the def2-TZVPD basis set, the Open Molecules 2025 dataset).

Positions of all 18 atoms, in Å:
1 C -1.72328 -0.27597 -0.92098
2 C -0.78133 0.17966 1.20300
3 C -0.11544 0.87955 0.04343
4 C 1.51855 -1.63134 -0.27678
5 C 1.18768 1.50231 0.13256
6 N -1.74459 -0.59173 0.40277
7 N -0.72014 0.58678 -1.10729
8 H -2.53970 -0.45579 -1.61356
9 H -0.04631 -0.57840 1.66679
10 H -1.31782 0.81300 1.90097
11 H 1.80864 -1.46580 0.79178
12 H 2.28635 -2.14114 -0.91660
13 H 0.56092 -1.46296 -0.68010
14 H 1.51470 0.99220 1.01886
15 H 1.08720 2.60852 0.28792
16 H 1.80111 1.28191 -0.76550
17 H -2.33979 -1.16185 0.88722
18 H -0.43677 0.92106 -2.05447

Output
E_HOMO (alpha / beta) = -11.67 / -15.59 eV
net charge = +1
molecular weight = 99.16 g mol⁻¹
spin multiplicity = 3
Kohn-Sham gap (alpha / beta) = 8.06 / 10.92 eV



#y
# C5H11N2

The ion C5H11N2 with charge +1 (ωB97M-V with the def2-TZVPD basis set, the Open Molecules 2025 dataset).

Positions of all 18 atoms, in Å:
1 C 2.72792 -0.13024 -0.14868
2 C 1.55832 0.40158 0.65985
3 C 0.51564 -0.60066 0.34720
4 C -2.07579 -0.78662 -0.29925
5 C -1.17318 -0.01442 0.56098
6 N 1.33410 -0.00152 -0.70796
7 N -1.10729 1.32974 0.27206
8 H 3.49648 0.52029 -0.55341
9 H 3.00179 -1.21214 -0.00051
10 H 1.39740 1.35585 0.94627
11 H 0.79109 -1.65708 0.51469
12 H -1.57970 -0.98304 -1.31414
13 H -3.04430 -0.23434 -0.29213
14 H -2.22952 -1.79491 -0.01888
15 H -1.34658 -0.05836 1.64101
16 H -1.86530 1.91504 0.64110
17 H -1.32402 1.53633 -0.74239
18 H 0.92293 0.41451 -1.50581

Output
E_HOMO (alpha / beta) = -7.28 / -16.61 eV
net charge = +1
molecular weight = 99.16 g mol⁻¹
spin multiplicity = 3
Kohn-Sham gap (alpha / beta) = 4.51 / 7.91 eV



Preferred: #x; penalty for the next structure: 2.529 eV.



#w
# C2H4IPS

A structure of composition C2H4IPS (ωB97M-V with the def2-TZVPD basis set, the Open Molecules 2025 dataset).

Positions of all 9 atoms, in Å:
1 C 0.65777 0.05471 -0.11724
2 C 0.20443 -1.30187 0.34847
3 P -0.73761 1.86025 0.68630
4 S 2.07707 0.33064 -0.70193
5 I -2.39548 1.53383 -1.09967
6 H 0.95696 -2.09746 -0.02775
7 H -0.67377 -1.44743 -0.26603
8 H -0.15121 -1.32710 1.46111
9 H 0.06184 2.39444 -0.28327

Output
E_HOMO = -8.20 eV
net charge = 0
molecular weight = 218.00 g mol⁻¹
Kohn-Sham gap = 7.60 eV



#x
# C2H4IPS

A structure of composition C2H4IPS (ωB97M-V with the def2-TZVPD basis set, the Open Molecules 2025 dataset).

Positions of all 9 atoms, in Å:
1 C -2.47746 -0.17267 -0.43483
2 C -0.00720 0.73557 -0.26876
3 P -1.72538 1.20866 0.25202
4 S 0.63445 -0.62104 0.79582
5 I -4.55886 -0.38252 -0.18807
6 H -1.75309 -1.27472 -1.23886
7 H 0.15872 0.17414 -1.21565
8 H 0.57671 1.69628 -0.23287
9 H -0.14633 -1.54234 0.21831

Output
E_HOMO = -8.65 eV
net charge = 0
molecular weight = 218.00 g mol⁻¹
Kohn-Sham gap = 8.19 eV



Preferred: #w; penalty for the next structure: 1.348 eV.



#w
# BrH3P2

A cluster of 2 separate species, BrH3P2 in total (ωB97M-V with the def2-TZVPD basis set, the Open Molecules 2025 dataset).

Positions of all 6 atoms, in Å:
1 P -0.66882 -0.62661 0.06501
2 P 0.60090 1.05091 0.26908
3 Br 2.44631 0.00718 -0.12283
4 H -0.65533 -1.23438 1.31640
5 H -1.97471 0.08379 0.52144
6 H 0.25165 0.71911 -2.04909

Output
E_HOMO (alpha / beta) = -9.18 / -8.49 eV
net charge = 0
molecular weight = 144.88 g mol⁻¹
Kohn-Sham gap (alpha / beta) = 7.71 / 7.45 eV



#x
# BrH3P2

A cluster of 2 separate species, BrH3P2 in total (ωB97M-V with the def2-TZVPD basis set, the Open Molecules 2025 dataset).

Positions of all 6 atoms, in Å:
1 P 0.52959 -1.64589 1.10399
2 P -0.28100 0.06459 0.46159
3 Br -0.30842 2.22726 -2.84868
4 H 0.55602 2.79617 -3.81049
5 H 1.86993 -1.41682 1.15846
6 H -1.45388 -0.45345 0.62887

Output
E_HOMO = -9.29 eV
net charge = 0
molecular weight = 144.88 g mol⁻¹
Kohn-Sham gap = 8.44 eV



Preferred: #x; penalty for the next structure: 1.763 eV.